1.
Formula: C25H45F3LaP2
Source: the Open Molecules 2025 dataset
Level of theory: wB97M-V/def2-TZVPD

Each line ends with the Mulliken charge.
Element x y z (Å)
F: 2.457986 -0.742415 4.178956  -0.255
P: 0.999031 -2.571095 0.510546  0.897
H: 2.226040 0.709763 -1.273137  0.328
H: -1.705862 3.468373 -0.385888  0.248
H: 4.049178 2.221821 1.934684  0.431
C: -2.261451 -1.565584 2.626366  -1.301
C: -1.175377 -0.801033 -3.334256  -0.203
H: 0.557444 -3.546085 2.691516  0.360
H: 1.113130 3.993337 0.055036  0.300
C: 2.046311 3.434808 0.204821  -1.383
H: -3.270545 0.434864 -2.293186  0.460
H: 3.265854 -2.053342 -0.227271  0.317
H: -4.310426 -1.749026 -0.337441  0.335
H: 2.310475 3.420009 3.108346  0.540
H: 2.785970 4.086838 0.692675  0.480
H: 2.912065 -3.814288 -0.277673  0.526
C: -0.117687 -3.823621 -0.256876  -1.137
H: -3.283602 -1.699539 3.029182  0.300
C: 1.452704 2.773932 2.861560  -1.113
C: -2.614276 0.791242 -0.270960  -0.252
H: 0.550362 3.396584 2.826593  0.313
H: 0.477584 -4.696633 -0.567674  0.485
H: -1.320470 3.594517 1.342946  0.360
H: 2.197295 -2.863736 2.614955  0.369
C: -2.202584 -0.461104 1.632973  0.569
P: 1.725182 1.953091 1.248806  0.786
H: -0.628524 -3.413447 -1.139868  0.072
H: -4.136742 1.726972 -1.449719  0.407
H: -1.956548 -2.526425 2.183798  0.201
H: -0.635346 0.880403 3.673904  -0.264
H: 0.528707 1.835909 -4.442664  0.462
H: -0.853134 2.510211 -3.599068  0.527
H: -2.340177 1.238097 3.998980  0.344
C: -1.117833 0.443347 -4.178746  -1.513
H: -2.858696 -2.675700 0.097715  0.306
F: 1.402189 0.341727 5.760403  -0.288
C: 0.464430 1.436878 -2.321054  -0.293
H: 1.768719 -2.335239 -3.832848  0.476
H: 3.022845 -0.764376 -2.862723  0.457
H: 1.843314 -4.437497 1.817333  0.477
H: -2.145893 0.832000 -4.275273  0.334
C: 1.544296 0.570835 -2.138795  0.114
H: 2.421597 3.130675 -0.780632  0.381
H: -1.596625 -1.370004 3.478908  0.341
H: -0.243424 -2.615328 -2.734114  0.646
C: 1.445120 -3.436485 2.052949  -1.402
C: 1.210835 -0.369700 4.610578  0.039
C: -0.117668 -1.620311 -3.168319  -0.140
C: -0.221448 1.608585 -3.663766  -1.292
H: -0.789296 0.219193 -5.211268  0.562
H: 0.320109 2.298192 -1.636813  0.754
C: -1.523826 1.397261 3.271078  -1.114
C: -1.864173 0.887344 1.916925  0.628
C: 1.201665 -1.388224 -3.854625  -1.459
H: 2.300083 -2.722118 -1.567893  0.172
F: 0.550374 -1.513986 4.959889  -0.245
H: -3.014670 3.602255 0.803386  0.322
H: 3.882978 1.010498 0.627756  0.414
H: 1.064886 -1.154062 -4.926443  0.455
La: -0.134616 0.020453 -0.318689  0.485
H: -1.312786 2.470840 3.254636  0.510
C: 2.517416 -2.812287 -0.493682  -1.105
H: 1.335782 2.027345 3.662359  0.127
H: 2.451453 0.365582 -4.083856  0.408
C: -2.096900 1.664732 0.743193  0.440
C: -3.147279 1.255096 -1.578618  -1.124
C: -3.206374 -1.750661 -0.385932  -1.047
H: -2.180593 -1.140556 -3.073332  0.885
C: 2.113845 -0.278965 -3.251309  -1.282
H: -2.499158 2.012075 -2.045553  0.158
H: -2.930742 -1.813087 -1.451651  0.092
C: 3.438410 1.390282 1.553786  -1.187
H: 3.429428 0.582200 2.295567  0.240
H: -0.883448 -4.126068 0.468011  0.403
C: -2.664832 -0.534899 0.278893  0.742
C: -2.022046 3.148756 0.621574  -1.388

Cartesian forces (eV/Å) of the 6 atoms listed first:
0.736 -0.608 0.321
0.178 -1.256 0.302
-0.563 -0.116 -0.179
-0.129 -0.055 0.268
-0.201 -0.232 -0.148
0.137 -0.477 0.532

The energy above the lowest of the compared OMol25 structures with the same formula, charge and spin comes out at 0.0 kJ/mol. The charge is +1. The lowest unoccupied orbital energy (alpha / beta) comes out at -4.3 / -5.2 eV. The maximum force is 3.953 eV/Å. The calculation puts the orbital gap (alpha / beta) at 0.1761 / 0.0851 Ha.



2.
Formula: C25H45F6MgO20
Source: the Open Molecules 2025 dataset
Level of theory: wB97M-V/def2-TZVPD

Each line ends with the Mulliken charge.
Element x y z (Å)
H: 3.838412 2.435292 -1.204806  0.512
O: 0.923558 3.744929 -4.071511  -0.501
H: 0.783512 1.008629 2.442180  0.553
H: 1.040517 -2.104372 4.073012  0.368
C: 2.571158 -2.449809 -1.112635  -0.412
H: -3.000937 -1.105533 3.590180  0.158
H: 2.697923 -7.651839 -0.322340  0.245
F: 3.475321 -5.416501 2.075142  -0.251
H: -3.489561 5.990616 3.479353  0.227
H: -0.403222 0.174958 -0.276663  -0.360
H: -1.018068 0.844365 -3.737756  0.402
H: 2.909123 0.924834 -1.391628  0.053
H: -4.463110 -0.523991 4.537087  0.307
C: -2.947293 6.595302 4.213324  -0.683
H: -0.981014 4.456721 0.413267  -0.268
C: -4.474916 0.225387 1.850169  0.824
C: 3.872475 -4.187409 1.834811  0.906
C: -4.081473 -1.133798 3.723650  -0.561
H: 1.957585 1.639298 -3.475449  0.073
O: 0.270935 5.729368 3.327383  -0.327
F: 4.287222 -4.054620 0.588044  -0.240
F: 2.296623 5.073316 -6.295621  -0.248
O: -4.767697 -0.895782 2.487358  -0.342
O: -2.271420 2.562798 -1.519377  -0.685
O: -1.392919 -4.047919 -1.385999  -0.465
Mg: -2.511358 2.703204 2.803194  1.397
C: -1.577716 -4.406789 -4.830489  -0.653
C: 0.201642 1.249680 1.532468  -0.761
C: -4.420717 0.928255 -0.430704  -0.455
H: -1.897751 -2.367024 -0.327598  0.415
C: 0.039890 0.007129 0.706088  1.467
C: 2.070171 4.041181 -4.192484  0.407
H: -1.382170 5.165146 -1.169147  0.320
F: 3.734856 5.672137 -4.781388  -0.235
H: 1.241477 -7.655980 -1.296040  0.251
H: -4.993473 0.876737 -1.352797  0.360
F: 4.885052 -3.894215 2.653125  -0.282
O: 3.209365 -4.892047 -2.282013  -0.595
H: -1.339218 -3.369678 3.894286  0.209
C: -0.902177 0.424444 -2.738263  -0.927
C: 2.762849 -3.126456 2.116297  0.494
O: 1.937802 -5.826654 -0.666056  -0.183
H: 3.629856 1.447093 -3.635600  0.404
H: 2.752057 -7.254284 -2.064944  0.398
H: 0.224890 5.243885 -0.696991  0.320
H: -3.238952 6.241192 5.200831  0.311
H: 0.754195 4.386381 1.791355  -0.141
F: 1.648805 6.290233 -4.630526  -0.246
H: 2.268149 -2.035660 -2.074120  0.483
H: -3.351903 7.590356 4.046473  0.292
C: -0.641235 4.586763 -0.611351  -0.512
C: -0.318761 -3.747174 3.947906  -1.365
O: -0.958158 1.871910 1.989651  -0.925
H: -0.610118 -4.751703 -5.186843  0.285
O: -1.706602 -4.601502 -3.417006  -0.396
H: 0.932569 1.949475 1.093092  -0.008
H: -0.179193 -0.385324 -2.794232  0.283
C: 2.946265 1.981694 -1.652430  -0.458
H: -2.327189 -5.014716 -5.332091  0.243
H: 2.192530 2.533711 -1.087584  -0.141
H: 3.635510 -2.320754 -0.898351  0.466
C: 2.190828 -7.139572 -1.141290  -0.829
H: -0.406856 -4.703512 3.420904  0.345
H: -4.380631 1.995744 -0.210187  0.263
H: 1.147179 3.805326 3.343147  0.313
C: -1.075589 2.448162 -1.510418  0.113
H: -3.408576 0.599316 -0.654064  0.092
H: 1.027376 -0.445423 0.567610  -0.641
O: 1.808162 -3.623683 2.896625  -0.298
O: 2.048422 -3.696538 -0.753606  0.229
C: 2.472211 -4.807976 -1.346047  0.625
H: -0.510238 -0.806023 1.189036  -0.338
H: -4.305421 -2.180490 3.927464  0.256
C: -1.096152 -3.739674 -2.656047  0.810
C: 2.897126 2.101191 -3.157373  -0.147
C: 2.483416 5.296822 -4.989212  0.847
H: 2.119966 5.142122 2.689307  0.323
H: -0.180599 -2.498099 -0.733419  -0.111
O: -3.767151 1.100412 2.338925  -0.428
H: -1.852479 0.003180 -2.402169  0.158
H: -0.823426 -3.589175 0.503908  0.134
O: -0.411046 1.333527 -1.767473  0.236
O: 3.107527 3.414340 -3.642404  -0.315
C: -0.997694 5.496288 3.449222  0.834
H: 0.208062 -2.329486 2.479453  -0.511
O: -0.403793 -2.824256 -2.994828  -0.507
O: -0.189820 3.374688 -1.171151  0.120
O: 2.891118 -1.982460 1.814492  -0.574
H: 2.161896 -1.738372 -0.381682  -0.308
C: 1.122771 4.727449 2.758331  -0.226
O: -1.542387 6.542582 4.053927  -0.316
O: -1.573652 4.458979 3.153598  -0.103
O: -4.950943 0.195834 0.663134  -0.363
C: 0.719492 -2.810123 3.309738  0.822
C: -1.057743 -3.057279 -0.412473  -0.044
H: -1.795281 -3.363212 -5.044982  0.300
H: -0.020046 -4.075492 4.943116  0.432

Cartesian forces (eV/Å) of the 6 atoms listed first:
0.426 -0.450 -0.459
-0.470 -0.177 -0.261
-0.048 -0.567 -0.074
0.217 0.325 -0.336
0.258 2.125 0.660
-0.030 0.552 -0.001

The charge is +1. The lowest unoccupied orbital energy comes out at -4.2 eV. The maximum force is 3.382 eV/Å. The calculation puts the orbital gap at 0.2597 Ha.



3.
Formula: C25H45N3O4PSSbTi
Source: the Open Molecules 2025 dataset
Level of theory: wB97M-V/def2-TZVPD

Each line ends with the Mulliken charge.
Element x y z (Å)
H: 3.327246 0.502911 4.951707  0.582
C: -1.198201 -0.200731 5.281392  -0.483
C: -1.560961 3.277620 0.150390  -1.000
C: -2.345341 -1.375037 -3.385601  -2.003
C: 4.027787 1.217860 -0.103849  -0.798
Sb: -0.174812 -2.621957 0.720650  0.908
C: 1.901149 3.187213 3.474430  -1.230
H: -0.486631 0.616218 5.175590  0.190
C: 0.398415 1.253887 -3.101865  0.587
H: -2.158151 -0.820738 -4.303428  0.322
O: 2.381743 -0.733334 0.782587  -0.686
C: 0.856118 -1.583687 -2.664047  1.318
H: -0.707640 -1.150811 5.080317  0.213
H: -1.227880 -4.913864 -0.244300  0.511
Ti: -0.079473 0.372925 0.758239  -1.595
N: 1.192512 1.153562 2.455145  1.381
H: -2.559271 -3.773271 0.007866  0.406
H: 1.435182 0.977213 -3.318579  0.557
H: -1.624006 -3.086549 2.985683  0.415
C: -2.067330 0.008364 3.103618  0.247
C: -1.432346 4.572616 0.549006  -0.465
H: -2.013119 5.421080 0.220303  0.531
H: -0.579517 3.006585 -2.266008  0.300
C: 1.963883 0.468074 3.303790  -0.753
H: -0.446813 0.391697 -4.940134  0.282
H: -2.391234 1.259352 -1.142704  -0.361
H: 2.549394 -1.491634 -1.270464  -0.025
P: -0.100663 -0.130413 -1.941668  0.227
C: -1.909067 -0.590863 -2.152814  1.836
H: 1.234296 -4.851148 0.199926  0.473
H: -1.360871 1.757986 -4.289329  0.337
C: -2.750605 0.678900 -1.989771  -1.437
C: -0.627657 -3.391585 2.668663  -1.331
H: -0.279578 -1.804547 -4.548031  0.378
O: -0.962148 -0.199780 2.586766  0.234
C: 2.350329 -1.521169 -2.332044  -1.422
H: -4.040772 0.420133 2.776314  0.259
H: -2.309510 3.014609 -0.581980  0.394
N: -3.135985 0.290372 2.348514  -0.579
C: -0.363271 1.344231 -4.426242  -1.688
H: -3.801799 0.428900 -1.829123  0.584
H: 4.339476 0.264402 -0.522757  0.324
H: 1.259679 -0.939981 -4.700436  0.385
H: 3.320285 2.994454 5.068108  0.494
H: 0.424744 -2.472126 -2.187690  0.070
H: 2.142292 -3.842853 1.353815  0.419
H: -3.346030 1.130500 0.575491  0.439
C: 2.724291 1.087211 4.271828  -1.066
O: 2.580944 1.321820 -0.107763  -0.290
C: 1.129886 2.491610 2.543985  0.620
C: -1.545258 -3.881372 -0.376090  -1.218
H: 0.941318 3.332236 -3.085640  0.572
H: 0.110594 -3.017641 3.376946  0.373
H: -3.463331 -0.503469 0.560444  0.373
H: 2.842497 -2.407743 -2.735391  0.497
H: 2.818783 -0.655287 -2.805170  0.411
H: 0.958295 2.605612 -1.480101  0.076
H: -2.087279 -1.226067 -1.276254  -0.325
H: 4.391699 1.305509 0.918946  0.259
H: 4.384430 2.046245 -0.704812  0.283
H: 1.984057 -0.605575 3.172359  0.449
H: -1.540930 -3.641054 -1.437995  0.310
C: 0.175645 3.098052 1.638879  0.619
C: 1.899895 0.309132 0.379988  1.823
C: 1.566570 -3.841201 0.430586  -1.166
C: -0.625033 2.381542 0.756374  0.969
H: -3.422027 -1.545147 -3.318738  0.508
S: -0.188317 4.784372 1.691282  -0.264
H: -1.869824 -2.352521 -3.448853  0.398
H: 1.237146 -2.675757 -4.457694  0.509
H: 1.856368 4.266998 3.509826  0.543
H: 0.180948 2.023275 -5.084328  0.454
O: -2.311726 -0.007116 4.382949  -0.514
C: 0.739786 -1.744429 -4.182012  -1.915
C: 2.706736 2.477264 4.342522  -0.726
H: -1.630080 -0.200157 6.274856  0.305
N: -2.954932 0.279174 0.961735  -0.225
H: 2.194136 -3.469003 -0.373725  0.251
H: -0.575842 -4.477935 2.637563  0.500
C: 0.428287 2.627390 -2.428914  -1.377
H: -2.701611 1.298446 -2.883068  0.240

Cartesian forces (eV/Å) of the 6 atoms listed first:
0.005 -0.043 -0.052
0.247 -0.050 0.123
-0.093 0.125 -0.040
-0.086 -0.037 0.076
0.115 -0.091 0.069
-0.120 -1.054 -0.064

The energy above the lowest of the compared OMol25 structures with the same formula, charge and spin comes out at 161.9 kJ/mol. The charge is +2. The lowest unoccupied orbital energy comes out at -6.6 eV. The maximum force is 1.393 eV/Å. The calculation puts the orbital gap at 0.2680 Ha.